1.
This record from OMol25 describes a molecular structure, C54H44ClInN6O9S4. The level of theory is wB97M-V/def2-TZVPD.

* net charge: -2
* HOMO level: -3.4 eV
* gap between HOMO and LUMO: 0.24883 hartree
* ΔE to the lowest compared entry with this formula, charge and spin: 135.2 kJ/mol
* LUMO energy: 3.370 eV
* DFT total energy: -5332.83452 a.u.
* molecular weight: 1199.518 u

```
119
Properties=species:S:1:pos:R:3:lowdin_charge:R:1
In -0.012 -0.278 -0.046 0.8279
C -4.207 2.068 0.086 -0.0116
C -3.131 1.064 -0.255 -0.2407
N -1.940 1.206 0.244 -0.0047
N -1.690 2.371 0.886 -0.0551
C -0.563 2.541 1.462 -1.0682
S 0.725 1.462 1.749 0.7228
S -0.349 4.169 2.172 0.8826
C -1.080 3.794 3.833 -0.3957
C -2.525 4.149 3.818 -0.3076
C -3.487 3.183 3.543 -0.0597
C -4.827 3.525 3.482 -0.0943
C -5.227 4.829 3.719 -0.1043
C -4.273 5.805 3.959 -0.0965
C -2.933 5.468 4.000 -0.0586
C -3.459 -0.007 -1.161 -0.1301
C -4.456 0.185 -2.127 -0.0555
C -4.732 -0.761 -3.085 -0.1149
C -4.006 -1.950 -3.112 -0.0956
C -3.059 -2.189 -2.155 -0.0241
C -2.747 -1.246 -1.142 -0.3883
O -1.888 -1.539 -0.248 -0.1174
H -3.979 2.550 1.034 0.0417
H -5.172 1.569 0.143 0.0845
H -4.253 2.847 -0.674 0.0930
H -0.507 4.393 4.539 0.0728
H -0.895 2.736 4.015 0.0605
H -3.181 2.163 3.362 0.1040
H -5.559 2.766 3.244 0.1033
H -6.278 5.086 3.698 0.0940
H -4.578 6.831 4.117 0.0957
H -2.187 6.234 4.159 0.1093
H -4.985 1.128 -2.171 0.1026
H -5.492 -0.576 -3.829 0.0895
H -4.180 -2.669 -3.902 0.1024
H -2.476 -3.098 -2.172 0.1130
C 1.759 -3.661 -2.358 -0.0768
C 1.293 -4.766 -1.665 -0.0964
C 0.683 -4.595 -0.439 -0.0426
C 0.490 -3.323 0.111 -0.1858
C 0.865 -2.219 -0.651 -0.1485
C 1.522 -2.390 -1.854 -0.1353
C -0.072 -3.159 1.458 -0.1952
C -0.305 -4.303 2.273 0.0115
C -0.753 -4.168 3.549 -0.0104
C -1.036 -2.880 4.041 -0.1568
C -1.549 -2.647 5.331 -0.0517
C -1.852 -1.377 5.737 -0.0962
C -1.675 -0.298 4.857 -0.0759
C -1.194 -0.500 3.592 -0.0222
C -0.827 -1.789 3.148 -0.1827
N -0.311 -1.953 1.916 0.1427
H 2.276 -3.794 -3.299 0.1030
H 1.409 -5.763 -2.070 0.0942
H 0.327 -5.478 0.071 0.0883
H 1.855 -1.517 -2.398 0.0780
H -0.133 -5.296 1.897 0.0929
H -0.918 -5.039 4.170 0.1121
H -1.715 -3.495 5.985 0.1051
H -2.258 -1.203 6.724 0.0948
H -1.940 0.696 5.189 0.0923
H -1.064 0.319 2.905 0.0247
O 1.789 2.629 -3.091 -0.2907
Cl 2.157 2.007 -1.877 0.6049
O 3.448 2.462 -1.464 -0.3640
O 2.211 0.591 -2.052 -0.4121
O 1.214 2.306 -0.856 -0.4423
O 2.641 -0.675 0.971 -0.5684
S 3.271 0.540 0.438 0.8882
C 4.708 -0.091 -0.571 -0.2358
C 5.398 -1.225 0.070 -0.2621
C 6.726 -1.129 0.474 -0.0676
C 7.362 -2.198 1.077 -0.1103
C 6.669 -3.373 1.313 -0.1077
C 5.343 -3.476 0.926 -0.0695
C 4.716 -2.420 0.292 -0.0210
C 4.266 1.247 1.884 -0.2236
C 4.443 0.292 3.001 -0.2636
C 5.707 -0.080 3.448 -0.0571
C 5.860 -0.971 4.495 -0.1013
C 4.744 -1.523 5.101 -0.1088
C 3.480 -1.162 4.664 -0.0751
C 3.327 -0.256 3.632 -0.0430
H 5.345 0.766 -0.772 0.0930
H 4.196 -0.381 -1.487 0.0860
H 7.274 -0.215 0.286 0.1094
H 8.404 -2.113 1.364 0.0941
H 7.166 -4.209 1.789 0.0909
H 4.795 -4.390 1.111 0.1010
H 3.691 -2.510 -0.028 0.0977
H 3.640 2.088 2.181 0.0788
H 5.205 1.617 1.485 0.0900
H 6.585 0.351 2.988 0.1040
H 6.852 -1.233 4.841 0.0943
H 4.863 -2.225 5.917 0.0904
H 2.605 -1.585 5.138 0.0988
H 2.339 0.036 3.313 0.0601
O -3.221 -0.347 -10.467 -0.3867
S -1.983 -0.021 -9.769 0.3978
O -1.305 -1.177 -9.205 -0.3807
O -1.110 0.902 -10.488 -0.3802
C -2.499 1.014 -8.348 -0.3564
N -3.304 2.029 -8.627 0.1112
C -3.646 2.812 -7.620 -0.1327
C -3.207 2.602 -6.320 -0.0005
C -2.321 1.537 -6.137 -0.2128
N -1.986 0.756 -7.164 0.1682
C -1.715 1.205 -4.837 -0.1289
C -1.655 2.096 -3.768 0.0199
C -1.084 1.681 -2.579 -0.1417
N -0.622 0.457 -2.387 0.0403
C -0.644 -0.390 -3.406 -0.0901
C -1.161 -0.060 -4.644 0.0389
H -4.307 3.640 -7.861 0.1007
H -3.547 3.222 -5.504 0.0961
H -2.029 3.105 -3.850 0.1101
H -0.995 2.362 -1.743 0.1033
H -0.238 -1.373 -3.210 0.1058
H -1.149 -0.752 -5.471 0.1207
```


2.
This record from OMol25 describes 3 unconnected molecules or ions with the total composition C36H52BF2NO13Si. The level of theory is wB97M-V/def2-TZVPD.

* HOMO level: -8.3 eV
* gap between HOMO and LUMO: 0.31160 hartree
* LUMO energy: 0.163 eV
* SMILES: C=C[N@@+]1(C(=O)[O-])[C@](CB(O)O)(CC(=O)c2ccccc2)C[C@@H](C)C[C@@]1(COO)C(F)(F)CC[Si](C)(C)c1ccccc1.COC(=O)OC.COC(=O)OC
* DFT total energy: -2949.39083 a.u.
* molecular weight: 783.700 u

```
106
Properties=species:S:1:pos:R:3:lowdin_charge:R:1
C 2.397 0.298 -1.642 0.0746
C 1.099 -0.197 -1.630 -0.1073
N -0.124 0.017 -2.465 0.0124
C -1.120 0.449 -1.365 -0.4954
O -0.744 0.657 -0.151 0.0066
O -2.443 0.758 -1.565 -0.0816
C -0.064 1.133 -3.482 -0.2398
C 1.088 0.989 -4.594 -0.0114
B 1.596 2.311 -5.378 -0.4910
O 2.982 2.724 -5.363 0.0911
O 0.701 3.155 -6.183 0.0442
C -0.152 2.633 -2.852 -0.0392
C 1.037 3.176 -1.986 -0.2709
O 2.172 3.597 -2.397 0.0170
C 0.871 3.348 -0.383 -0.0968
C 2.126 2.941 0.477 -0.0123
C 2.114 3.003 2.048 -0.0483
C 0.791 3.479 2.768 -0.0539
C -0.404 3.889 1.881 -0.0572
C -0.422 3.835 0.315 -0.0073
C -1.416 1.218 -4.418 -0.0955
C -2.297 -0.105 -4.507 -0.3063
C -2.904 -0.161 -6.024 -0.0876
C -1.299 -1.347 -4.387 -0.0843
C -0.439 -1.376 -2.983 -0.1621
C -1.538 -2.174 -2.068 -0.1019
O -1.183 -2.471 -0.716 -0.1777
O -2.271 -2.248 0.075 -0.0226
C 0.717 -2.404 -3.287 -0.2766
F 1.859 -1.942 -4.044 0.0125
F 0.182 -3.398 -4.241 -0.0383
C 1.311 -3.395 -2.188 -0.1246
C 0.717 -4.919 -2.276 -0.2261
Si 1.194 -5.986 -0.736 0.5534
C 2.148 -7.590 -1.159 -0.2129
C -0.456 -6.542 0.123 -0.2061
C 2.200 -5.049 0.594 -0.2243
C 1.665 -5.026 2.081 -0.0614
C 2.427 -4.293 3.243 -0.0801
C 3.751 -3.521 3.000 -0.0738
C 4.283 -3.512 1.519 -0.0674
C 3.523 -4.251 0.355 -0.0771
H 3.230 -0.136 -0.971 0.1057
H 2.770 1.123 -2.359 0.0869
H 0.947 -1.032 -0.843 0.1487
H 2.063 0.509 -4.255 0.1027
H 0.690 0.302 -5.440 0.1297
H 3.029 3.647 -5.718 0.1162
H 0.971 3.064 -7.133 0.1139
H -0.320 3.424 -3.691 0.1575
H -1.136 2.835 -2.270 0.1278
H 3.104 2.560 0.012 0.0906
H 2.995 2.687 2.698 0.0806
H 0.745 3.507 3.919 0.0900
H -1.376 4.231 2.385 0.0744
H -1.316 4.112 -0.331 0.0966
H -1.181 1.526 -5.497 0.1202
H -2.149 2.034 -4.042 0.1373
H -3.207 -0.163 -3.822 0.1352
H -2.077 -0.377 -6.784 0.0812
H -3.378 0.850 -6.310 0.0898
H -3.717 -0.980 -6.089 0.0883
H -0.654 -1.357 -5.321 0.1216
H -1.996 -2.269 -4.472 0.1424
H -2.591 -1.702 -2.160 0.1578
H -1.673 -3.205 -2.587 0.1396
H -1.967 -1.881 0.944 0.1366
H 2.445 -3.543 -2.375 0.1274
H 1.215 -3.107 -1.098 0.0874
H 1.174 -5.477 -3.182 0.0952
H -0.422 -4.947 -2.337 0.0700
H 3.214 -7.320 -1.469 0.0398
H 2.235 -8.187 -0.170 0.0539
H 1.555 -8.166 -1.945 0.0440
H -0.837 -5.776 0.884 0.0322
H -1.266 -6.617 -0.694 0.0434
H -0.242 -7.552 0.613 0.0426
H 0.689 -5.543 2.398 0.0754
H 2.017 -4.327 4.319 0.0862
H 4.291 -3.022 3.869 0.0845
H 5.268 -2.943 1.352 0.0827
H 3.975 -4.176 -0.688 0.0796
C -4.622 4.998 2.605 -0.0465
O -5.109 6.064 3.417 -0.0011
C -4.259 6.452 4.382 -0.5979
O -3.168 5.983 4.597 0.1178
O -4.836 7.455 5.067 -0.0024
C -4.039 7.969 6.132 -0.0486
H -5.386 4.767 1.861 0.0953
H -3.710 5.297 2.081 0.0877
H -4.446 4.104 3.207 0.1006
H -3.105 8.386 5.749 0.0985
H -3.840 7.193 6.875 0.0979
H -4.602 8.770 6.613 0.0930
C -0.333 -0.664 5.415 -0.0440
O 0.174 -0.521 6.741 -0.0029
C 0.694 0.689 7.005 -0.5982
O 0.758 1.615 6.234 0.1137
O 1.130 0.688 8.276 -0.0020
C 1.712 1.920 8.695 -0.0481
H -0.727 -1.676 5.315 0.0917
H -1.146 0.043 5.234 0.0996
H 0.465 -0.530 4.681 0.0984
H 0.980 2.729 8.645 0.0986
H 2.592 2.157 8.092 0.0978
H 2.028 1.804 9.733 0.0931
```


3.
This record from OMol25 describes 2 unconnected molecules or ions with the total composition C3H10NO. The level of theory is wB97M-V/def2-TZVPD.

* net charge: +1
* HOMO level: -13.2 eV
* gap between HOMO and LUMO: 0.34276 hartree
* ΔE to the lowest compared entry with this formula, charge and spin: 55.0 kJ/mol
* LUMO energy: -3.825 eV
* DFT total energy: -250.03284 a.u.
* molecular weight: 76.119 u

```
15
Properties=species:S:1:pos:R:3:lowdin_charge:R:1
N 0.914 1.840 -1.391 0.3018
H 1.064 1.499 -2.339 0.1549
H 0.103 1.296 -0.953 0.0940
H 1.752 1.617 -0.853 0.1426
H 0.784 2.847 -1.347 0.1528
C -0.889 -1.078 1.704 0.0834
C -0.343 -0.673 0.570 -0.4110
O -0.986 0.300 -0.235 -0.0325
C 0.946 -1.188 -0.003 -0.0341
H -0.367 -1.802 2.306 0.0829
H -1.864 -0.712 1.997 0.0794
H -1.694 0.673 0.305 0.1232
H 1.056 -2.239 0.249 0.0979
H 0.958 -1.076 -1.088 0.0786
H 1.798 -0.618 0.385 0.0860
```